Formula: C3H9N3O
Source: the Open Molecules 2025 dataset
Level of theory: the ωB97M-V functional and the def2-TZVPD basis

Results
- net charge = 0
- SMILES = [H]/N=C(\N)OCCN
- energy relative to the best compared isomer or geometry (same formula, charge and spin) (kcal per mole) = 18.53
- E_HOMO (eV) = -8.969
- LUMO level (hartree) = 0.0314
- Kohn-Sham gap (eV) = 9.82

XYZ file:
```
16
Properties=species:S:1:pos:R:3:forces:R:3:lowdin_charge:R:1
C 0.223 0.576 -1.713 -0.2 0.5 -0.6 -0.27
C 0.566 1.095 -0.329 0.5 0.5 0.2 -0.18
C -0.421 -0.297 1.312 -0.8 -0.4 0.6 -0.59
H 1.608 -0.834 -2.104 0.1 -0.1 0.0 0.06
H 0.366 -1.375 -1.237 -0.1 -0.2 0.3 0.02
H -0.863 0.665 -1.855 0.1 0.1 0.1 0.11
H 0.681 1.284 -2.443 -0.2 -0.6 0.3 0.12
H 1.480 0.628 0.060 0.0 0.2 -0.2 0.12
H 0.693 2.201 -0.336 -0.2 -0.7 0.0 0.13
H -1.695 -1.053 2.736 0.0 0.3 -0.2 0.10
H -1.944 0.595 2.247 0.4 -0.9 0.4 0.11
H 0.171 -2.056 1.672 0.1 0.3 -0.2 0.06
N 0.599 -0.795 -2.027 0.3 0.4 -0.3 -0.01
N -1.296 -0.194 2.383 -0.4 0.7 -0.3 0.13
N 0.298 -1.296 0.999 0.2 -0.1 0.1 0.13
O -0.466 0.855 0.635 0.2 0.1 -0.1 -0.04
```
Forces are in eV/Å.